Molecular formula: C2H4Br2S
Method: DFT, ωB97M-V/def2-TZVPD

Computed properties:
* ΔE to the lowest compared entry with this formula, charge and spin: 19.53 kJ/mol
* gap between HOMO and LUMO: 9.667 eV
* LUMO energy: 0.532 eV
* charge: 0

Positions of all 9 atoms, in Å:
C1 -0.4597 1.8077 0.2163
C2 2.3108 0.8196 0.5133
S1 0.4767 0.4362 0.9548
Br1 3.3790 1.8334 1.6590
Br2 2.3844 1.4565 -1.1977
H1 -1.2475 2.2487 0.8194
H2 -0.9593 1.5234 -0.7862
H3 0.2458 2.6143 -0.0277
H4 2.6465 -0.1743 0.3660

Molecular formula: C4H12NO3
Method: DFT, ωB97M-V/def2-TZVPD

Computed properties:
* ΔE to the lowest compared entry with this formula, charge and spin: 758.61 kJ/mol
* gap between HOMO and LUMO: 4.105 eV
* LUMO energy: -0.487 eV
* charge: -1

Positions of all 20 atoms, in Å:
C1 -0.1048 0.4514 -0.1758
C2 1.3830 0.1417 -0.1309
C3 1.8702 0.2087 -1.6269
O1 1.2432 1.1294 -2.3412
N1 -0.6969 0.3260 1.1196
C4 -1.1277 -0.9738 1.5583
O2 0.8138 -2.6074 0.1432
H1 -0.5975 -0.2910 -0.8102
H2 -0.3217 1.4382 -0.5742
H3 1.4925 -0.8848 0.2969
H4 1.8055 0.8788 0.5669
H5 1.5373 -0.7872 -1.9919
H6 2.9690 0.2551 -1.5722
H7 -1.5662 0.9645 1.1036
H8 -0.2740 -1.6551 1.6188
H9 -1.8226 -1.4850 0.8735
H10 -1.6134 -0.8200 2.5184
H11 1.4181 -3.0381 -0.5029
H12 -3.4452 2.3287 0.8979
O3 -2.8383 1.6568 1.2324